1.
2 unconnected molecules or ions with the total composition C4H8O2. Source: OMol25; level of theory: ωB97M-V/def2-TZVPD.

```
! RIJCOSX wB97M-V def2-TZVPD def2/J DEFGRID3
* xyz 0 1
C 2.001 0.066 -0.750
C 0.974 -0.469 -1.542
O -0.783 -0.611 -0.478
C -0.838 0.113 0.559
O 0.086 0.917 0.889
C -2.050 0.092 1.471
H 1.108 0.553 0.094
H 2.695 -0.637 -0.283
H 2.488 0.987 -1.081
H 0.504 0.171 -2.283
H 0.842 -1.535 -1.688
H -2.624 -0.830 1.373
H -2.689 0.946 1.218
H -1.715 0.236 2.503
*
```

ΔE to the lowest compared entry with this formula, charge and spin = 2.616 eV
E_HOMO = -0.333 hartree
HOMO-LUMO gap = 9.706 eV
lowest unoccupied orbital energy = 0.642 eV



2.
A molecular structure, C4H8O2 at a distorted geometry. Source: OMol25; level of theory: ωB97M-V/def2-TZVPD.

```
! RIJCOSX wB97M-V def2-TZVPD def2/J DEFGRID3
* xyz 0 1
C -0.726 -0.724 -0.233
C -0.529 0.461 -1.133
O 0.743 1.031 -0.835
C 1.191 0.625 0.445
C -0.017 0.045 1.126
O 0.223 -0.946 2.077
H -0.217 -1.351 1.232
H -0.183 -1.619 -0.628
H -1.785 -1.020 -0.120
H -0.545 0.214 -2.193
H -1.328 1.184 -0.921
H 1.604 1.483 0.986
H 1.971 -0.150 0.372
H -0.765 0.778 1.442
*
```

ΔE to the lowest compared entry with this formula, charge and spin = 3.405 eV
E_HOMO = -0.365 hartree
HOMO-LUMO gap = 10.885 eV
lowest unoccupied orbital energy = 0.939 eV



3.
C4H8O2 in the gas phase at a distorted geometry. Source: OMol25; level of theory: ωB97M-V/def2-TZVPD.

```
! RIJCOSX wB97M-V def2-TZVPD def2/J DEFGRID3
* xyz 0 1
C -0.818 1.564 -0.385
C -0.165 -0.572 0.438
C -1.151 -1.488 -0.378
C 1.295 -0.570 -0.027
H -1.657 1.279 -1.050
H 0.060 1.613 -1.010
H -0.970 2.594 -0.091
H -0.022 -1.053 1.447
H -0.738 -2.474 -0.393
H -2.058 -1.502 0.226
H -1.317 -1.132 -1.430
H 1.679 -1.603 -0.307
O -0.752 0.695 0.736
O 2.009 0.389 -0.147
*
```

ΔE to the lowest compared entry with this formula, charge and spin = 1.908 eV
SMILES = CO[C@@H](C)C=O
E_HOMO = -0.354 hartree
HOMO-LUMO gap = 10.460 eV
lowest unoccupied orbital energy = 0.816 eV



> Which formula does entry 3 have?

C4H8O2



> Among the records above, which one has the highest E_HOMO?

number 1